# 1
16
Properties=species:S:1:pos:R:3:forces:R:3:nbo_charge:R:1 method="wB97M-V/def2-TZVPD" homo_energy_ev=-1.995 gap_ev=5.97 spin_multiplicity=1 de_lowest_kcal_mol=18.4 charge=-1
C 2.1395 1.8717 -1.2949 0.17 0.54 -0.86 -0.180
O 1.2340 0.9033 -1.4644 -0.12 -0.05 0.26 -0.978
H 2.2350 2.5989 -2.1674 -0.02 -0.18 -0.05 0.052
H 3.2021 1.5205 -1.1845 0.00 0.03 0.30 0.066
H 1.9641 2.6243 -0.4724 -0.01 -0.32 0.37 0.056
C -0.9423 0.4122 0.7463 -1.90 -0.17 -0.91 -0.592
C -0.5444 -0.9624 0.1468 0.63 1.77 1.23 -0.425
C -1.4098 -2.0877 0.7081 2.07 -0.90 0.82 -0.631
H -0.3359 1.2481 0.4178 0.50 -0.26 -0.15 0.258
H -1.9724 0.6603 0.4281 0.06 0.06 0.24 0.163
H -0.9662 0.3330 1.8353 0.13 0.03 0.10 0.164
H -0.4742 -0.9807 -0.9227 -0.10 0.42 -0.49 0.231
H 0.4853 -0.8447 0.5061 0.24 -1.57 -0.37 0.225
H -1.6213 -2.8751 -0.0111 -0.95 0.41 -0.38 0.202
H -2.2031 -1.7180 1.3454 -0.67 -0.13 -0.41 0.196
H -0.7904 -2.7037 1.3833 -0.02 0.32 0.30 0.191

=====

# 2
18
Properties=species:S:1:pos:R:3:forces:R:3:nbo_charge:R:1 method="wB97M-V/def2-TZVPD" homo_energy_ev=-9.318 gap_ev=10.12 spin_multiplicity=1 de_lowest_kcal_mol=48.0 charge=0
C 1.6230 -0.7983 -1.1294 1.41 -1.30 -0.79 -0.663
C 0.2490 -0.3925 -1.5555 -1.43 0.77 2.16 -0.111
O 0.1580 -0.3999 -2.9177 0.41 -2.85 -1.66 -0.686
P -0.9485 -1.6442 -0.7130 0.75 3.02 3.29 0.253
H 1.7827 -1.9446 -1.0991 -0.39 1.71 -0.03 0.202
H 2.3664 -0.4084 -1.8736 -0.56 -0.12 0.81 0.230
H 1.8086 -0.4013 -0.1620 0.59 0.18 0.95 0.225
H -0.0425 0.6391 -1.2014 0.48 -0.97 -0.24 0.193
H 0.4359 -1.3740 -3.0264 -0.69 2.08 -1.10 0.456
H -1.8967 -1.6308 -1.6125 -2.35 0.48 -1.89 -0.033
H -0.4286 -2.6513 -1.3243 1.77 -3.00 -1.50 -0.064
C -0.7743 1.4268 1.7573 -0.12 -0.07 -0.39 -0.737
C -0.6338 1.8120 3.1905 -1.13 -0.89 0.87 0.455
O 0.2947 2.3200 3.7610 -0.28 -0.08 -0.54 -0.510
H -1.8294 1.1883 1.5283 0.55 0.30 0.04 0.225
H -0.1905 0.5447 1.5081 0.16 -0.23 0.23 0.247
H -0.3863 2.2212 1.1491 0.05 0.47 -0.56 0.237
H -1.5876 1.4930 3.7204 0.77 0.49 0.36 0.082

=====

# 3
18
Properties=species:S:1:pos:R:3:forces:R:3:nbo_charge:R:1 method="wB97M-V/def2-TZVPD" homo_energy_ev=-3.340 gap_ev=4.74 spin_multiplicity=1 de_lowest_kcal_mol=96.1 charge=-1
C -0.3427 1.2215 -1.5769 2.46 0.18 -0.04 -0.051
O 0.9692 1.6357 -1.1045 -2.72 -0.91 -1.29 -0.951
C -1.1337 0.6348 -0.4292 -0.32 -2.46 -0.22 -0.413
C -0.3572 -0.4698 0.3918 -0.06 -1.66 -0.72 -0.407
C -0.9769 -0.8130 1.7903 4.59 2.87 -1.02 -0.592
S -0.6246 -2.3605 2.4904 3.97 0.53 1.60 0.034
H -0.3902 0.4856 -2.4392 0.78 -0.12 0.60 0.091
H -0.9286 2.0160 -2.0815 0.06 0.47 0.62 0.118
H -1.4056 1.4407 0.2083 -0.38 0.65 0.86 0.187
H -2.0636 0.1231 -0.8448 0.65 0.71 0.59 0.160
H -0.2974 -1.4753 -0.1205 -0.62 0.95 -0.21 0.176
H 0.7155 -0.2829 0.4548 -0.11 0.75 0.39 0.242
H -1.9618 -0.7402 1.6787 -4.39 0.36 -0.13 0.204
H -0.5710 0.0139 2.4274 -1.00 -0.77 -0.03 0.218
H 1.2598 -1.5251 3.0354 -3.07 -1.86 -0.88 0.076
H 2.9289 -0.6632 -1.5991 0.13 -0.08 -0.03 0.429
H 2.1087 0.5697 -1.1019 0.46 0.85 -0.24 0.510
O 3.0712 0.1891 -1.1793 -0.44 -0.47 0.14 -1.031

=====

# 4
18
Properties=species:S:1:pos:R:3:forces:R:3:nbo_charge:R:1 method="wB97M-V/def2-TZVPD" homo_energy_ev=-15.100 gap_ev=11.97 spin_multiplicity=1 de_lowest_kcal_mol=35.6 charge=+1
O 0.8365 0.6133 1.9162 -0.81 -1.20 -1.44 -0.822
O -0.8379 1.7521 -1.0583 -0.26 0.98 -1.35 -0.737
C -1.7226 1.2188 -0.1245 -0.39 0.21 -0.66 -0.085
C 1.5256 0.3088 -0.7017 -1.91 0.42 -0.71 -0.836
C 1.0936 -1.8930 0.7944 -2.54 -1.09 0.34 -0.847
C -1.1203 -0.1270 0.1071 -2.01 -1.76 3.54 -0.652
S 0.5556 -0.1855 0.7194 2.19 0.64 -0.24 1.817
H -1.3693 2.3392 -1.5897 0.29 0.70 -0.61 0.497
H -2.7989 1.0522 -0.5646 1.89 0.40 1.14 0.222
H -1.6696 1.8972 0.7498 -0.70 -0.77 -0.02 0.218
H 0.8256 0.2393 -1.5565 0.25 0.48 0.48 0.278
H 1.7914 1.3282 -0.5031 0.29 0.51 -0.18 0.287
H 2.3087 -0.3277 -1.0028 1.30 -0.78 0.62 0.265
H 1.9448 -2.0391 1.3914 1.33 0.59 0.88 0.294
H 1.2792 -2.3179 -0.1741 0.03 0.33 -0.74 0.271
H 0.3238 -2.5470 1.2420 0.04 0.54 -0.01 0.276
H -1.6935 -0.4499 1.0436 0.70 -0.42 -1.08 0.277
H -1.2726 -0.8621 -0.6887 0.31 0.22 0.05 0.278

=====

# 5
18
Properties=species:S:1:pos:R:3:forces:R:3:nbo_charge:R:1 method="wB97M-V/def2-TZVPD" homo_energy_ev="-11.769 / -10.169" gap_ev="7.67 / 6.54" spin_multiplicity=8 de_lowest_kcal_mol=53.9 charge=+1
H 0.6478 0.5442 3.5883 -0.12 0.06 0.72 0.418
O 0.5776 0.6729 4.5511 0.53 -0.09 -0.69 -0.697
C -0.7862 0.7621 4.9006 -0.80 0.04 0.12 -0.254
H -1.3535 -0.1247 4.5728 0.14 0.21 0.15 0.162
H -0.8458 0.8260 5.9948 0.08 -0.03 -0.38 0.205
H -1.2629 1.6600 4.4739 0.12 -0.20 0.16 0.161
C 1.9497 0.1024 -2.9275 0.50 0.07 -0.52 -0.264
O 0.8192 -0.2329 -2.1287 0.01 0.27 1.05 -0.662
C -0.2846 -0.6849 -2.8110 -0.18 0.23 -0.18 0.157
C -1.4691 -0.9686 -1.9687 -0.19 -0.49 -1.19 -0.728
Tb 1.0043 0.3822 0.3915 -0.03 -0.16 -0.59 0.994
H 2.7269 0.4705 -2.2463 -0.08 -0.09 -0.22 0.186
H 2.3047 -0.7918 -3.4561 -0.04 0.27 0.16 0.218
H 1.6893 0.8913 -3.6467 0.07 -0.21 0.21 0.209
H -2.1785 -1.4050 -2.7128 0.05 0.36 0.96 0.272
H -0.3703 -0.3151 -3.8370 0.06 -0.19 0.32 0.179
H -1.2670 -1.7395 -1.2086 -0.11 0.29 -0.07 0.224
H -1.9016 -0.0492 -1.5296 -0.02 -0.35 -0.02 0.219

=====

# 6
18
Properties=species:S:1:pos:R:3:forces:R:3:nbo_charge:R:1 method="wB97M-V/def2-TZVPD" homo_energy_ev=-3.593 gap_ev=7.44 spin_multiplicity=1 de_lowest_kcal_mol=18.8 charge=-1
C 0.6692 -0.8799 -1.5133 0.26 -0.42 -0.16 -0.059
O 1.4655 0.1562 -2.0879 -0.06 0.48 -0.69 -0.760
C -0.6687 -0.3435 -1.0514 0.44 0.33 0.49 -0.429
C -0.5041 0.8388 -0.0803 0.08 0.35 -0.32 -0.436
C -1.3378 0.6561 1.1751 -0.40 -0.71 0.21 -0.044
O -0.9769 -0.5323 1.8268 -0.01 0.24 0.31 -0.817
H 0.4890 -1.6311 -2.3002 0.16 0.00 0.16 0.134
H 1.2284 -1.3390 -0.6955 -0.26 0.01 0.17 0.205
H 2.3385 0.2182 -1.6978 -0.18 -0.28 0.35 0.473
H -1.1750 -1.1295 -0.4897 -0.07 -0.19 -0.20 0.230
H -1.2524 -0.0688 -1.9336 -0.14 0.03 0.06 0.176
H 0.5325 0.9049 0.2563 0.03 -0.13 -0.07 0.233
H -0.7185 1.7784 -0.6040 -0.13 0.03 0.16 0.176
H -2.4076 0.5423 0.9248 0.07 0.22 -0.11 0.131
H -1.2669 1.5274 1.8458 0.15 0.10 -0.10 0.133
H 1.9990 0.3052 2.2612 -0.15 -0.11 0.06 0.407
H 0.0560 -0.4794 2.0558 0.14 -0.07 -0.28 0.513
O 1.5297 -0.5241 2.1079 0.06 0.11 -0.04 -1.267

=====

# 7
20
Properties=species:S:1:pos:R:3:forces:R:3:nbo_charge:R:1 method="wB97M-V/def2-TZVPD" homo_energy_ev="-9.763 / -9.961" gap_ev="6.46 / 8.79" spin_multiplicity=1 de_lowest_kcal_mol=85.7 charge=0
C -0.9461 -0.9273 2.1346 -1.88 1.91 -0.76 -0.625
C -1.1979 0.3087 -3.2473 -0.80 1.45 1.49 -0.463
C 1.5413 0.0118 -0.8788 -0.21 -4.56 1.19 -0.965
C -0.2596 -1.3964 0.8340 0.50 2.01 2.11 -0.730
O 1.1555 2.4722 0.1933 0.51 0.55 0.09 -0.952
O 1.5326 0.7518 1.9016 -0.74 0.31 0.08 -0.889
O -0.5293 2.1761 1.8539 -1.29 0.48 1.66 -0.915
P -0.1513 0.1401 -0.2626 0.65 -2.38 0.47 0.821
S 0.5932 1.6198 1.2115 1.15 1.27 -1.05 2.257
H -2.0128 -1.1456 1.9957 0.05 0.03 0.57 0.198
H -0.6053 -1.2801 3.0868 0.46 -0.76 0.17 0.229
H -0.9006 0.1817 2.2294 -0.31 -1.13 0.23 0.230
H -0.4657 1.1652 -3.1657 -1.28 -1.04 -0.13 0.198
H -2.2994 0.4011 -2.9408 2.04 0.08 -0.55 0.203
H -0.8977 -0.5575 -3.7943 0.16 -0.44 -0.12 0.176
H 2.0420 0.7262 -0.3419 1.71 1.17 1.11 0.279
H 1.5607 0.3345 -1.8303 0.29 0.80 -3.61 0.227
H 2.0184 -1.0439 -0.7504 -0.99 1.93 -0.35 0.241
H -0.8490 -2.1820 0.5202 -0.89 -1.69 -1.44 0.232
H 0.6708 -1.7565 1.2511 0.87 0.00 -1.16 0.252